[1]
The following is a quantum chemistry calculation of 6 unconnected molecules or ions with the total composition C45H92FO20PS5, from OMol25.

Each line ends with the Mulliken charge.
Cartesian coordinates (Å):
C: 4.446 1.114 -0.909  -0.901
C: 5.667 1.402 -1.782  -0.443
C: 6.329 0.131 -2.338  0.171
C: 6.928 -0.733 -1.235  0.153
C: 7.416 -2.118 -1.694  -1.125
C: 6.463 -2.904 -2.606  -1.079
C: 4.979 -2.891 -2.187  -0.548
C: 4.039 -2.662 -3.376  -0.981
C: 2.556 -2.419 -2.999  -0.764
C: 1.658 -3.699 -2.973  -0.128
C: 0.850 -3.850 -4.268  -1.190
C: -0.678 -3.694 -4.151  -0.560
C: -0.975 -2.234 -3.837  -0.126
C: -2.406 -1.885 -3.298  -1.588
C: -2.479 -1.412 -1.863  0.595
C: -2.126 -0.181 -1.499  -0.596
C: -2.226 0.213 -0.086  -0.055
O: -2.342 1.387 0.218  -0.409
C: -2.208 -0.844 0.982  0.924
C: -1.789 -0.374 2.344  -1.359
C: -0.261 -0.179 2.463  0.459
C: 0.252 1.179 2.021  -1.311
F: 0.378 -1.157 1.690  -0.299
C: -2.575 -2.096 0.657  0.434
C: -2.678 -3.271 1.613  -1.168
C: -1.868 -4.542 1.338  -0.407
C: -0.379 -4.389 1.582  -0.116
P: 0.425 -6.005 1.793  0.655
O: 1.513 -6.222 0.841  -0.847
O: 0.865 -6.073 3.329  -0.387
C: 2.220 -5.711 3.657  -0.295
C: 2.499 -4.229 3.476  -1.001
O: -0.699 -7.139 1.772  -0.284
C: -0.738 -8.050 0.646  -0.327
C: -1.256 -7.414 -0.622  -0.843
C: -2.961 -2.348 -0.768  0.320
O: -3.644 -3.307 -1.062  -0.636
H: 3.796 0.369 -1.377  -0.032
H: 3.872 2.018 -0.702  0.435
H: 4.738 0.701 0.059  0.294
H: 5.331 2.012 -2.626  0.396
H: 6.400 1.981 -1.216  0.119
H: 5.581 -0.402 -2.925  -0.219
H: 7.144 0.470 -2.986  0.285
H: 6.249 -0.870 -0.393  0.334
H: 7.798 -0.203 -0.839  -0.194
H: 7.688 -2.706 -0.814  0.399
H: 8.350 -1.967 -2.247  0.366
H: 6.570 -2.583 -3.644  0.383
H: 6.798 -3.946 -2.591  0.489
H: 4.783 -2.152 -1.408  0.267
H: 4.716 -3.851 -1.767  0.649
H: 4.096 -3.566 -3.994  0.353
H: 4.426 -1.848 -3.996  0.585
H: 2.127 -1.744 -3.742  0.366
H: 2.518 -1.951 -2.012  0.179
H: 0.966 -3.610 -2.128  -0.154
H: 2.231 -4.595 -2.772  0.660
H: 1.208 -3.095 -4.976  0.514
H: 1.060 -4.825 -4.716  0.355
H: -1.137 -3.990 -5.097  0.395
H: -1.078 -4.302 -3.334  0.202
H: -0.808 -1.619 -4.722  0.358
H: -0.237 -1.936 -3.087  -0.028
H: -3.092 -2.724 -3.397  0.429
H: -2.750 -1.055 -3.918  0.441
H: -1.800 0.566 -2.213  0.587
H: -2.142 -1.041 3.126  0.506
H: -2.268 0.593 2.510  0.260
H: 0.020 -0.359 3.503  0.314
H: 0.381 1.174 0.938  0.336
H: 1.229 1.379 2.462  0.382
H: -0.440 1.980 2.273  0.231
H: -3.727 -3.579 1.584  0.435
H: -2.462 -2.959 2.634  0.212
H: -2.079 -4.946 0.350  0.149
H: -2.231 -5.287 2.047  0.365
H: -0.252 -3.840 2.516  0.352
H: 0.141 -3.849 0.793  0.243
H: 2.353 -5.972 4.706  0.340
H: 2.905 -6.322 3.070  0.299
H: 2.565 -3.969 2.419  0.268
H: 3.437 -3.959 3.960  0.467
H: 1.682 -3.650 3.909  0.201
H: 0.250 -8.489 0.514  0.322
H: -1.421 -8.842 0.953  0.345
H: -1.299 -8.159 -1.417  0.510
H: -0.642 -6.578 -0.948  0.071
H: -2.271 -7.041 -0.468  0.245
C: -5.824 4.531 4.991  -0.964
C: -4.423 5.048 4.736  -0.393
O: -3.819 4.452 3.566  -0.238
S: -4.267 5.018 2.146  1.249
C: -2.975 4.306 1.196  -0.723
O: -4.139 6.445 2.162  -0.663
O: -5.518 4.427 1.774  -0.651
H: -6.516 4.862 4.217  0.277
H: -6.181 4.899 5.953  0.400
H: -5.833 3.441 5.002  0.250
H: -4.405 6.134 4.635  0.329
H: -3.759 4.779 5.555  0.274
H: -2.030 4.737 1.516  0.374
H: -3.167 4.552 0.153  0.350
H: -2.985 3.230 1.330  0.165
C: -7.581 -5.409 5.506  -0.981
C: -6.174 -5.573 6.040  -0.317
O: -5.515 -6.748 5.511  -0.319
S: -4.928 -6.658 4.038  1.257
C: -3.931 -8.105 4.103  -0.862
O: -4.078 -5.508 3.950  -0.586
O: -5.979 -6.844 3.088  -0.665
H: -7.579 -5.176 4.443  0.287
H: -8.082 -4.598 6.036  0.395
H: -8.152 -6.327 5.645  0.268
H: -5.559 -4.695 5.835  0.296
H: -6.185 -5.727 7.117  0.285
H: -3.160 -7.967 4.855  0.312
H: -3.484 -8.223 3.118  0.212
H: -4.566 -8.956 4.338  0.404
C: -3.477 8.418 -0.141  -0.676
C: -3.184 9.271 -1.355  -0.465
O: -1.773 9.602 -1.466  -0.241
S: -0.794 8.485 -2.016  1.233
C: 0.585 9.533 -2.326  -0.988
O: -1.304 7.977 -3.253  -0.640
O: -0.461 7.574 -0.962  -0.606
H: -3.036 7.428 -0.249  0.052
H: -4.553 8.300 -0.018  0.444
H: -3.067 8.861 0.766  0.300
H: -3.519 8.782 -2.270  0.311
H: -3.691 10.231 -1.287  0.273
H: 0.314 10.247 -3.098  0.322
H: 1.398 8.894 -2.662  0.373
H: 0.856 10.035 -1.401  0.320
C: -6.044 6.949 -6.637  -0.962
C: -7.016 6.001 -5.966  -0.398
O: -6.447 5.361 -4.801  -0.276
S: -6.377 6.212 -3.460  1.192
C: -6.041 4.879 -2.364  -0.906
O: -7.675 6.754 -3.191  -0.687
O: -5.241 7.080 -3.510  -0.528
H: -5.839 7.816 -6.011  0.278
H: -6.464 7.296 -7.581  0.388
H: -5.096 6.449 -6.834  0.265
H: -7.941 6.505 -5.682  0.345
H: -7.275 5.180 -6.631  0.268
H: -6.889 4.200 -2.366  0.373
H: -5.900 5.307 -1.372  0.292
H: -5.134 4.379 -2.694  0.342
C: 10.970 1.558 3.321  -0.975
C: 10.198 2.733 2.758  -0.323
O: 10.556 3.023 1.386  -0.330
S: 9.935 2.095 0.257  1.309
C: 10.322 3.119 -1.119  -1.025
O: 8.514 2.045 0.436  -0.632
O: 10.686 0.882 0.170  -0.626
H: 10.683 0.626 2.837  0.290
H: 10.772 1.468 4.389  0.387
H: 12.041 1.696 3.170  0.265
H: 9.121 2.577 2.822  0.305
H: 10.435 3.646 3.301  0.292
H: 9.779 4.055 -1.023  0.315
H: 10.006 2.581 -2.010  0.353
H: 11.396 3.286 -1.137  0.374

Values from the calculation:
**SMILES string**: CCCCCCCCCCCCCCC1=CC(=O)C(C[C@H](C)F)=C(CCCP(=O)(OCC)OCC)C1=O.CCOS(C)(=O)=O.CCOS(C)(=O)=O.CCOS(C)(=O)=O.CCOS(C)(=O)=O.CCOS(C)(=O)=O
**HOMO energy**: -9.699 eV
**Spin multiplicity**: 1
**DFT total energy**: -155290.2552 eV
**Kohn-Sham gap**: 8.77 eV

=====

[2]
The following is a quantum chemistry calculation of a molecular structure, C45H94N5O13, from OMol25.

Each line ends with the Mulliken charge.
Cartesian coordinates (Å):
C: 28.760 4.174 -13.858  -1.872
C: 27.910 5.190 -14.615  2.073
C: 28.617 6.614 -14.494  -1.386
C: 28.282 7.625 -15.613  0.344
C: 28.589 7.048 -17.014  -1.707
C: 27.835 5.730 -17.335  1.585
N: 27.867 4.787 -16.122  0.573
O: 27.279 3.530 -16.332  -0.341
C: 28.417 5.037 -18.582  -1.843
C: 26.302 5.987 -17.500  -1.176
C: 26.528 5.415 -13.994  -1.704
H: 28.969 4.487 -12.835  0.372
H: 29.655 3.977 -14.448  0.480
H: 28.294 3.194 -13.753  0.398
H: 29.691 6.560 -14.314  0.396
H: 28.345 6.992 -13.508  0.606
H: 28.879 8.515 -15.411  0.366
H: 27.304 8.066 -15.420  -0.146
H: 29.679 7.034 -17.014  0.611
H: 28.235 7.789 -17.730  0.532
H: 27.914 4.103 -18.833  0.445
H: 29.429 4.689 -18.376  0.436
H: 28.373 5.675 -19.465  0.350
H: 26.154 6.563 -18.414  0.564
H: 25.761 6.488 -16.697  -0.376
H: 25.718 5.088 -17.695  0.497
H: 25.889 6.130 -14.511  -1.204
H: 26.526 5.761 -12.960  0.964
H: 25.959 4.487 -13.944  0.973
C: 21.208 9.986 -8.237  -1.661
C: 22.324 10.132 -9.314  1.688
C: 23.686 9.832 -8.602  -1.078
N: 25.004 10.487 -9.313  1.347
C: 25.106 12.031 -9.206  -0.742
C: 25.028 10.052 -10.809  -0.299
C: 26.007 8.956 -10.977  0.843
C: 27.001 9.242 -9.899  -1.130
C: 26.380 9.866 -8.760  -0.888
H: 21.377 10.717 -7.446  0.403
H: 21.217 8.950 -7.898  0.347
H: 20.226 10.138 -8.684  0.356
H: 22.454 11.114 -9.769  0.262
H: 22.136 9.448 -10.141  -0.965
H: 23.924 8.775 -8.485  0.348
H: 23.698 10.335 -7.635  0.728
H: 24.116 12.330 -9.550  0.265
H: 25.951 12.338 -9.823  0.292
H: 25.274 12.207 -8.144  0.416
H: 25.365 10.801 -11.526  0.162
H: 24.030 9.851 -11.198  0.970
H: 26.464 8.965 -11.966  0.140
H: 25.493 7.999 -10.890  -0.227
H: 27.817 9.901 -10.196  0.288
H: 27.511 8.299 -9.702  0.540
H: 26.945 10.520 -8.095  0.421
H: 26.095 9.054 -8.091  0.262
C: 20.119 11.814 -19.508  -1.460
C: 21.265 10.985 -18.779  0.216
C: 22.636 11.597 -19.145  -0.980
N: 23.842 11.128 -18.283  0.878
C: 23.935 9.570 -18.342  -0.888
C: 23.720 11.666 -16.808  -1.057
C: 25.154 12.050 -16.477  0.266
C: 25.764 12.717 -17.662  -0.965
C: 25.198 11.807 -18.773  -0.682
H: 20.118 12.790 -19.021  0.376
H: 19.138 11.372 -19.338  0.411
H: 20.322 11.825 -20.579  0.346
H: 21.153 9.943 -19.080  0.322
H: 21.194 10.920 -17.693  -0.088
H: 22.640 12.684 -19.057  0.569
H: 22.807 11.456 -20.213  0.623
H: 24.653 9.367 -17.547  -0.171
H: 24.395 9.282 -19.287  0.342
H: 22.998 9.031 -18.200  -0.161
H: 23.087 11.124 -16.105  -0.003
H: 23.163 12.585 -16.993  1.005
H: 25.837 11.249 -16.193  -0.274
H: 25.171 12.763 -15.653  0.589
H: 26.851 12.776 -17.618  0.399
H: 25.479 13.745 -17.883  0.386
H: 25.916 10.991 -18.859  0.211
H: 24.897 12.283 -19.707  0.470
C: 20.824 10.664 -12.287  -1.788
C: 22.188 10.007 -12.415  -1.708
C: 22.913 10.125 -13.814  0.280
N: 24.082 9.131 -13.909  1.710
C: 24.971 9.199 -12.650  -0.391
C: 25.033 9.485 -15.073  -2.039
C: 25.596 8.120 -15.439  -1.438
C: 24.430 7.187 -15.396  -2.986
C: 23.628 7.679 -14.218  1.319
H: 20.031 10.348 -12.965  0.520
H: 20.845 11.753 -12.325  0.500
H: 20.449 10.426 -11.292  0.284
H: 22.174 8.922 -12.311  -0.025
H: 22.811 10.368 -11.596  -0.763
H: 23.340 11.125 -13.873  1.031
H: 22.231 10.040 -14.661  0.527
H: 24.472 8.758 -11.787  -1.428
H: 25.271 10.241 -12.544  -0.295
H: 25.804 8.505 -12.767  -0.666
H: 25.778 10.238 -14.815  0.893
H: 24.548 10.074 -15.852  0.582
H: 26.429 7.819 -14.803  0.267
H: 26.094 8.161 -16.408  1.178
H: 24.786 6.160 -15.313  2.102
H: 23.940 7.153 -16.369  0.232
H: 23.815 7.114 -13.305  0.136
H: 22.555 7.744 -14.398  -0.112
C: 20.908 5.014 -16.635  -1.568
C: 21.762 5.256 -15.344  1.068
C: 21.993 3.922 -14.631  -1.443
N: 22.786 3.846 -13.311  1.247
C: 22.891 2.388 -12.970  -1.182
C: 21.940 4.540 -12.217  -2.214
C: 22.681 5.824 -11.902  1.326
C: 24.154 5.481 -12.029  0.255
C: 24.170 4.470 -13.224  -1.193
H: 20.566 5.959 -17.058  0.344
H: 20.024 4.406 -16.447  0.427
H: 21.556 4.481 -17.331  0.369
H: 21.325 5.997 -14.676  0.166
H: 22.743 5.687 -15.543  -0.143
H: 22.449 3.183 -15.290  0.540
H: 21.078 3.353 -14.462  0.545
H: 23.600 2.319 -12.145  0.403
H: 23.443 1.971 -13.812  0.484
H: 21.971 1.807 -12.899  0.289
H: 22.063 3.953 -11.307  0.506
H: 20.871 4.634 -12.408  0.118
H: 22.393 6.228 -10.932  -0.170
H: 22.345 6.522 -12.669  0.710
H: 24.342 4.979 -11.080  0.899
H: 24.920 6.242 -12.182  -0.716
H: 24.995 3.763 -13.315  0.978
H: 24.364 5.090 -14.099  -0.453
O: 21.857 12.690 -11.824  -0.564
C: 22.881 12.573 -10.970  0.341
O: 23.748 11.694 -11.297  -0.410
O: 22.934 13.248 -9.895  -0.767
H: 22.265 11.938 -12.258  0.201
O: 21.425 8.256 -15.690  -0.536
C: 22.303 8.676 -16.520  0.052
O: 23.116 9.553 -16.232  0.052
O: 22.252 8.094 -17.632  -0.750
H: 21.235 7.740 -16.477  0.239
O: 21.887 7.266 -10.206  -0.507
C: 23.149 7.309 -10.375  0.457
O: 23.400 7.629 -11.544  0.258
O: 23.998 7.097 -9.458  -0.893
H: 21.768 7.389 -11.151  0.410
O: 28.289 10.743 -13.990  -0.747
C: 27.470 9.737 -14.098  0.331
O: 27.315 9.423 -15.292  -0.643
O: 26.822 9.331 -13.137  -0.180
H: 28.340 10.763 -14.948  0.562

Values from the calculation:
**HOMO energy**: -9.246 eV
**Spin multiplicity**: 1
**Net charge**: +1
**DFT total energy**: -82210.4040 eV
**Energy above the lowest of the compared OMol25 structures with the same formula, charge and spin**: 0.0 kJ/mol
**Kohn-Sham gap**: 2.52 eV

=====

> The highest DFT total energy belongs to which entry?

C45H94N5O13

=====

> Which of these has the highest Kohn-Sham gap?

C45H92FO20PS5